1.
{
  "formula": "C43H31F3MnN9O2S4",
  "method": "wB97M-V/def2-TZVPD",
  "de_lowest_ev": 2.840,
  "homo_lumo_gap_ev": [6.57, 5.87],
  "charge": 1,
  "spin_multiplicity": 4,
  "symbols": ["Mn", "O", "C", "S", "C", "C", "S", "S", "S", "C", "N", "C", "N", "C", "N", "C", "C", "C", "C", "C", "C", "C", "N", "N", "C", "O", "C", "C", "C", "C", "C", "C", "N", "C", "N", "C", "N", "C", "H", "H", "H", "H", "H", "H", "H", "H", "H", "H", "H", "H", "H", "H", "H", "H", "C", "C", "C", "C", "C", "C", "C", "C", "C", "C", "C", "C", "C", "C", "H", "H", "H", "H", "H", "H", "H", "H", "H", "H", "H", "F", "C", "F", "F", "C", "C", "C", "N", "C", "C", "H", "H", "H", "H"],
  "coordinates": [[-1.13082, 0.64127, 1.69955], [-3.42824, -0.26408, 8.03140], [-3.14171, -0.03646, 6.90187], [-3.19360, -1.28872, 5.61170], [-2.67314, -0.26882, 4.33582], [-2.38727, 1.07544, 4.65295], [-1.88137, 2.16924, 3.51889], [-2.60266, 1.55387, 6.30682], [-2.53786, -0.91162, 2.77028], [4.47351, -1.87767, -2.19048], [3.92625, -1.63011, -0.85268], [3.34070, -0.52513, -0.36756], [2.87832, -0.73374, 0.84767], [3.21569, -2.03197, 1.06297], [3.84749, -2.62343, 0.06490], [3.37228, -1.92778, -3.21495], [2.87621, -3.14427, -3.67005], [1.78692, -3.18357, -4.53088], [1.14242, -2.00934, -4.88688], [1.62225, -0.79352, -4.40963], [2.75582, -0.75415, -3.61462], [0.87155, 0.44820, -4.58332], [1.27530, 1.66464, -4.49349], [0.11436, 2.45632, -4.41845], [-0.86910, 1.64052, -4.48491], [-0.47991, 0.34976, -4.60537], [-2.28758, 1.88144, -4.24334], [-3.27536, 1.04620, -4.75179], [-4.59667, 1.23994, -4.37253], [-4.91653, 2.22598, -3.44609], [-3.91969, 3.05355, -2.93617], [-4.17662, 3.94713, -1.75171], [-3.84643, 3.13128, -0.57346], [-2.62755, 2.80487, -0.19357], [-2.66413, 1.80532, 0.65768], [-4.01225, 1.56965, 0.80252], [-4.76202, 2.35279, 0.05261], [-2.61736, 2.89979, -3.36287], [4.99976, -2.82573, -2.12944], [5.19436, -1.09324, -2.41885], [3.28471, 0.40084, -0.91918], [3.00273, -2.55400, 1.98423], [3.34420, -4.06744, -3.34952], [1.42598, -4.13239, -4.90511], [0.26933, -2.03698, -5.52652], [3.13323, 0.21129, -3.29718], [-3.01382, 0.25790, -5.44661], [-5.37245, 0.60203, -4.77426], [-5.93609, 2.33078, -3.09524], [-5.21837, 4.24390, -1.67080], [-3.54502, 4.83259, -1.73564], [-1.73771, 3.28281, -0.57494], [-4.41558, 0.81011, 1.45174], [-1.82383, 3.53566, -2.98335], [4.45628, -2.33417, 4.96498], [3.28623, -3.05409, 5.15092], [2.08456, -2.54761, 4.67805], [2.03131, -1.32002, 4.01861], [3.22245, -0.62228, 3.80405], [4.42133, -1.12311, 4.28147], [0.71024, -0.86840, 3.54162], [0.38166, 0.27788, 2.93994], [1.03365, 1.57586, 2.88285], [0.97092, 2.25936, 1.66997], [1.38946, 3.58151, 1.56478], [1.90091, 4.21649, 2.68426], [1.98092, 3.53442, 3.90169], [1.53643, 2.23072, 4.00857], [5.39504, -2.71544, 5.34573], [3.30872, -4.00890, 5.65941], [1.16794, -3.10735, 4.83061], [3.21917, 0.30784, 3.25169], [5.33633, -0.56878, 4.11684], [-0.06560, -1.61923, 3.65349], [0.63665, 1.73405, 0.76461], [1.33201, 4.10254, 0.61796], [2.24084, 5.24137, 2.61497], [2.37674, 4.03686, 4.77483], [1.55404, 1.71469, 4.96111], [-3.03864, -3.52549, -3.29600], [-1.71683, -3.47443, -3.08028], [-1.13268, -3.07759, -4.21848], [-1.29357, -4.70733, -2.79980], [-1.41312, -2.50632, -1.95618], [-1.45204, -1.14633, -2.21100], [-1.25124, -0.28032, -1.15974], [-1.02434, -0.69707, 0.09637], [-0.91812, -2.01374, 0.31430], [-1.12143, -2.95183, -0.68180], [-1.63130, -0.75796, -3.20468], [-1.26636, 0.78652, -1.32357], [-0.65796, -2.31784, 1.31863], [-1.05326, -4.00543, -0.45300]],
  "lowdin_charge": [0.361, 0.008, -0.953, 1.027, -1.088, -1.101, 0.819, 1.024, 0.734, -0.067, -0.120, -0.148, 0.103, -0.208, 0.121, -0.193, -0.009, -0.049, -0.027, -0.134, 0.019, -0.292, 0.138, 0.138, -0.318, 0.096, -0.145, -0.009, -0.036, -0.010, -0.202, -0.046, -0.099, -0.148, -0.023, -0.170, 0.157, 0.007, 0.126, 0.134, 0.126, 0.101, 0.122, 0.117, 0.117, 0.120, 0.127, 0.116, 0.123, 0.134, 0.136, 0.148, 0.097, 0.124, -0.072, -0.072, -0.045, -0.236, -0.070, -0.064, -0.056, -0.206, -0.334, -0.101, -0.063, -0.062, -0.045, -0.039, 0.108, 0.107, 0.114, 0.100, 0.110, 0.074, 0.100, 0.108, 0.110, 0.115, 0.133, 0.170, -0.579, 0.135, 0.166, -0.065, 0.043, -0.070, -0.015, -0.112, 0.053, 0.106, 0.103, 0.093, 0.136]
}

2.
{
  "formula": "C3H5N2OP",
  "method": "wB97M-V/def2-TZVPD",
  "de_lowest_ev": 4.073,
  "homo_lumo_gap_ev": 8.94,
  "charge": 0,
  "smiles": "CC(=O)/N=N\\C#[PH2]",
  "symbols": ["C", "C", "O", "N", "N", "C", "P", "H", "H", "H", "H", "H"],
  "coordinates": [[1.44598, 0.13427, -2.28039], [1.02204, 0.22756, -0.78440], [1.56367, 0.89465, 0.07104], [-0.20468, -0.46821, -0.61055], [-0.84297, -0.60402, 0.49057], [-1.19505, -0.67674, 1.61150], [-2.63203, -0.25943, 2.58672], [2.35211, 0.74917, -2.31324], [1.83718, -0.86050, -2.27954], [0.56174, 0.41193, -2.80978], [-2.11328, 1.02261, 2.60887], [-1.79472, -0.57131, 3.70920]],
  "lowdin_charge": [-0.006, -0.508, 0.048, 0.047, -0.063, -0.341, 0.811, 0.081, 0.066, 0.068, -0.111, -0.094]
}

3.
{
  "formula": "C36H38F3InN6O",
  "method": "wB97M-V/def2-TZVPD",
  "de_lowest_ev": 0.000,
  "homo_lumo_gap_ev": 8.49,
  "charge": 2,
  "symbols": ["In", "O", "C", "N", "C", "C", "C", "C", "C", "C", "N", "C", "C", "C", "C", "C", "N", "H", "H", "H", "H", "H", "H", "H", "H", "H", "H", "C", "C", "C", "C", "C", "C", "C", "N", "C", "C", "C", "C", "C", "C", "C", "N", "C", "C", "C", "C", "H", "H", "H", "H", "H", "H", "H", "H", "H", "H", "H", "H", "H", "H", "H", "H", "H", "H", "H", "H", "H", "H", "H", "H", "F", "C", "F", "F", "C", "C", "C", "N", "C", "C", "H", "H", "H", "H"],
  "coordinates": [[1.28735, -0.78258, 0.11660], [5.10050, -2.01498, -0.76826], [4.01290, -1.47378, -0.78168], [3.38763, -0.84848, 0.23690], [4.00532, -0.87910, 1.54022], [2.99252, -1.16902, 2.63342], [3.40322, -1.50049, 3.91752], [2.45688, -1.73721, 4.89493], [1.10600, -1.64055, 4.57684], [0.76672, -1.31340, 3.28529], [1.68713, -1.08067, 2.33425], [3.21221, -1.45975, -2.08665], [3.82863, -1.82697, -3.26674], [3.09579, -1.78135, -4.44245], [1.76961, -1.37543, -4.40549], [1.21779, -1.03708, -3.18546], [1.92193, -1.08134, -2.04977], [4.46140, 0.08981, 1.77724], [4.81417, -1.61317, 1.58105], [4.46091, -1.57214, 4.13370], [2.76553, -1.99926, 5.89824], [0.33579, -1.81827, 5.31284], [-0.27014, -1.22391, 2.98400], [4.86435, -2.13364, -3.23262], [3.55622, -2.05444, -5.38260], [1.16892, -1.32053, -5.30176], [0.18444, -0.71874, -3.10727], [-5.40925, 2.00318, 0.17860], [-5.12770, 0.51404, 0.36183], [-5.79862, -0.27239, -0.77478], [-5.70033, 0.05713, 1.71195], [-3.63616, 0.20956, 0.33576], [-3.17904, -1.09626, 0.53847], [-1.83421, -1.36441, 0.49027], [-0.90940, -0.41323, 0.26906], [-1.32130, 0.85646, 0.10832], [-2.66694, 1.18222, 0.11708], [-0.24991, 1.89230, -0.05013], [-0.50838, 3.24165, -0.13735], [0.54351, 4.15743, -0.26985], [1.83125, 3.63721, -0.30395], [2.02415, 2.27187, -0.20556], [1.00630, 1.42090, -0.07895], [0.24305, 5.64767, -0.37477], [1.51853, 6.47842, -0.48861], [-0.62122, 5.87951, -1.62316], [-0.52892, 6.08292, 0.87956], [-6.48492, 2.17087, 0.21699], [-5.06130, 2.37385, -0.78796], [-4.95946, 2.60663, 0.97001], [-6.87212, -0.08437, -0.75904], [-5.65290, -1.34771, -0.66602], [-5.41763, 0.03069, -1.75125], [-6.76366, 0.29392, 1.74649], [-5.21562, 0.56424, 2.54770], [-5.60313, -1.01873, 1.85934], [-3.86774, -1.90629, 0.73039], [-1.46067, -2.36738, 0.64622], [-2.96126, 2.20690, -0.03910], [-1.52408, 3.60296, -0.09670], [2.69442, 4.27725, -0.40511], [3.01285, 1.82883, -0.23099], [2.09235, 6.23451, -1.38448], [2.16583, 6.36132, 0.38242], [1.25126, 7.53265, -0.55372], [-0.10765, 5.55873, -2.53061], [-0.84117, 6.94280, -1.71967], [-1.57549, 5.35361, -1.56333], [0.05051, 5.90669, 1.78691], [-1.48443, 5.56512, 0.97521], [-0.74313, 7.15004, 0.82007], [0.90851, -7.50150, -2.28589], [1.03917, -7.29152, -0.97207], [0.01623, -7.88916, -0.34917], [2.17469, -7.85734, -0.56096], [1.02657, -5.80471, -0.66828], [0.18732, -4.96554, -1.38760], [0.18539, -3.62322, -1.07882], [0.94826, -3.09618, -0.10909], [1.75348, -3.91598, 0.57553], [1.82331, -5.27556, 0.32841], [-0.44135, -5.34203, -2.18218], [-0.43701, -2.93390, -1.63685], [2.37507, -3.46498, 1.33848], [2.50036, -5.89525, 0.89865]],
  "lowdin_charge": [0.897, 0.090, -0.488, -0.056, -0.137, -0.238, 0.014, -0.008, -0.022, -0.098, 0.023, -0.160, 0.039, -0.001, -0.020, -0.108, 0.026, 0.143, 0.136, 0.136, 0.128, 0.122, 0.110, 0.135, 0.128, 0.122, 0.121, -0.052, -0.554, -0.025, -0.027, -0.110, 0.030, -0.094, 0.032, -0.157, 0.080, -0.170, 0.070, -0.111, 0.045, -0.060, 0.026, -0.554, -0.053, -0.027, -0.028, 0.099, 0.093, 0.095, 0.100, 0.085, 0.096, 0.099, 0.098, 0.083, 0.128, 0.110, 0.106, 0.114, 0.120, 0.122, 0.094, 0.095, 0.098, 0.097, 0.099, 0.082, 0.098, 0.081, 0.099, 0.168, -0.592, 0.175, 0.172, -0.062, 0.050, -0.108, 0.003, -0.068, 0.059, 0.141, 0.115, 0.117, 0.141]
}

4.
{
  "formula": "C3H7NO",
  "method": "wB97M-V/def2-TZVPD",
  "de_lowest_ev": 0.963,
  "homo_lumo_gap_ev": 11.03,
  "charge": 0,
  "smiles": "[H]/N=C(\\C)OC",
  "symbols": ["H", "N", "C", "C", "O", "C", "H", "H", "H", "H", "H", "H"],
  "coordinates": [[1.80071, -0.01572, -1.31460], [0.78676, -0.03290, -1.24065], [0.43922, -0.05809, -0.02040], [1.30936, -0.01990, 1.20763], [-0.85800, -0.09851, 0.34206], [-1.81967, 0.03151, -0.69879], [1.10158, -0.88361, 1.84555], [2.36838, -0.01072, 0.94120], [1.07794, 0.88094, 1.78520], [-1.94490, 1.08996, -0.95115], [-1.50759, -0.51124, -1.59226], [-2.75380, -0.37173, -0.30380]],
  "lowdin_charge": [0.052, 0.140, -0.521, -0.009, -0.092, -0.078, 0.085, 0.077, 0.087, 0.093, 0.076, 0.088]
}

5.
{
  "formula": "C2H6N5S",
  "method": "wB97M-V/def2-TZVPD",
  "de_lowest_ev": 0.694,
  "homo_lumo_gap_ev": 7.52,
  "charge": 1,
  "smiles": "NC1=NSNC(=[NH2+])N1",
  "symbols": ["N", "C", "N", "S", "N", "C", "N", "N", "H", "H", "H", "H", "H", "H"],
  "coordinates": [[0.11289, -2.53810, -0.00269], [0.50119, -1.26107, 0.04199], [1.91414, -0.81128, -0.41753], [2.31594, 0.58624, 0.35257], [0.90846, 1.62967, 0.15463], [-0.30128, 1.04005, 0.07154], [-1.35749, 1.87763, -0.18312], [-0.40610, -0.29370, 0.39553], [0.76095, -3.28753, -0.01772], [-0.76138, -2.92934, 0.33858], [0.94541, 2.42894, -0.45275], [-2.19555, 1.45691, -0.49614], [-1.17069, 2.77347, -0.56813], [-1.26647, -0.67189, 0.78323]],
  "lowdin_charge": [0.203, -0.355, -0.347, 0.871, -0.183, -0.350, 0.224, 0.150, 0.124, 0.138, 0.110, 0.116, 0.124, 0.176]
}

6.
{
  "formula": "C7H12N4O",
  "method": "wB97M-V/def2-TZVPD",
  "de_lowest_ev": 7.717,
  "homo_lumo_gap_ev": 9.53,
  "charge": 0,
  "symbols": ["C", "C", "C", "C", "C", "C", "C", "H", "H", "H", "H", "H", "H", "H", "H", "H", "H", "H", "H", "N", "N", "N", "N", "O"],
  "coordinates": [[-4.25813, 0.65437, 0.37834], [-2.93825, -0.07433, 0.00224], [-1.00477, -0.38134, -0.45182], [0.40960, -0.31968, -0.59263], [1.21850, -1.25402, 0.60809], [3.15960, -0.07260, -0.35943], [2.27286, 1.12362, 0.03919], [-4.70947, 0.55422, 1.33870], [-5.32846, 0.52043, -0.28791], [-4.15058, 1.76823, 0.08118], [0.48896, -0.96162, -1.47455], [1.09953, -0.77303, 1.30738], [0.87617, -2.32025, 0.27438], [3.41503, -1.13867, 1.04306], [3.91331, 0.04929, 0.16354], [3.14842, 0.08330, -1.45263], [2.60266, 2.29455, -0.56431], [2.35520, 1.33482, 1.10944], [0.23600, 1.26545, 0.05437], [-2.97037, -1.30640, -0.33515], [-1.79296, 0.60806, -0.01322], [2.61983, -1.18994, 0.31305], [0.93018, 1.04952, -0.60644], [-1.59285, -1.51400, -0.57488]],
  "lowdin_charge": [-0.036, -0.456, -0.373, -0.213, -0.053, -0.252, -0.192, 0.033, 0.136, 0.085, 0.153, -0.022, 0.163, 0.161, 0.020, 0.133, 0.184, 0.100, 0.056, 0.169, 0.214, -0.075, 0.002, 0.063]
}

Repeat the fifth record exactly.
{
  "formula": "C2H6N5S",
  "method": "wB97M-V/def2-TZVPD",
  "de_lowest_ev": 0.694,
  "homo_lumo_gap_ev": 7.52,
  "charge": 1,
  "smiles": "NC1=NSNC(=[NH2+])N1",
  "symbols": ["N", "C", "N", "S", "N", "C", "N", "N", "H", "H", "H", "H", "H", "H"],
  "coordinates": [[0.11289, -2.53810, -0.00269], [0.50119, -1.26107, 0.04199], [1.91414, -0.81128, -0.41753], [2.31594, 0.58624, 0.35257], [0.90846, 1.62967, 0.15463], [-0.30128, 1.04005, 0.07154], [-1.35749, 1.87763, -0.18312], [-0.40610, -0.29370, 0.39553], [0.76095, -3.28753, -0.01772], [-0.76138, -2.92934, 0.33858], [0.94541, 2.42894, -0.45275], [-2.19555, 1.45691, -0.49614], [-1.17069, 2.77347, -0.56813], [-1.26647, -0.67189, 0.78323]],
  "lowdin_charge": [0.203, -0.355, -0.347, 0.871, -0.183, -0.350, 0.224, 0.150, 0.124, 0.138, 0.110, 0.116, 0.124, 0.176]
}